[1]
An isolated molecule of C27H37N3O4S. Source: the OMol25 dataset; level of theory: wB97M-V/def2-TZVPD.

Element x y z (Å)
1 C 3.4930 3.3356 -1.2726
2 N -5.2639 1.8958 1.2640
3 C 2.5935 -0.8170 1.2208
4 H -2.1064 3.1225 0.8627
5 H -1.9720 -4.7930 -0.5043
6 H 4.2768 -2.6936 -0.9607
7 C -6.1030 0.0170 0.0062
8 H -2.3837 -0.6030 -2.3614
9 H 4.6150 4.2687 0.3065
10 H 1.5575 -0.4765 1.2784
11 C 3.2625 -0.2176 -0.0287
12 H 2.9180 3.9108 2.0627
13 H -4.3923 -5.2940 -0.2639
14 C 4.7021 -0.7616 -0.1044
15 H -3.5709 0.0647 2.2425
16 H -6.6909 -1.7050 -1.1214
17 H -0.1176 1.6776 0.4550
18 H 4.6196 -2.5003 2.0630
19 H -6.8372 0.6784 -0.4235
20 H 2.7608 1.4769 2.0241
21 H -4.7518 2.1451 2.0983
22 C -2.1363 2.3132 0.1492
23 H 5.0683 1.9909 -0.7016
24 C -1.1325 0.4530 -0.9927
25 C -5.0344 -2.1453 0.1443
26 H 4.0878 3.8037 -2.0585
27 N 1.2054 0.0854 -1.3153
28 H -4.3462 0.9085 -1.9816
29 O -5.0443 -3.4179 -0.3279
30 H 2.0455 -2.7688 0.4414
31 C -3.3095 2.0761 -0.5397
32 H -3.3996 -2.2588 1.5482
33 C 2.4494 -0.6395 -1.2813
34 H 5.1883 -0.4113 -1.0161
35 H 3.0159 -0.4363 -2.1948
36 H 1.3078 1.0755 -1.1399
37 H 2.4569 3.2859 -1.6142
38 O -5.7869 2.8670 -1.0284
39 H 1.7565 3.3599 0.8493
40 H 4.3993 2.0036 1.5770
41 C -6.0125 -1.2994 -0.3878
42 S -4.7984 2.9136 0.0004
43 C -5.2152 0.5230 0.9509
44 O -4.4748 4.1716 0.6047
45 C 2.8176 3.3970 1.1052
46 H 2.2033 -1.6991 -1.2632
47 H 3.1238 -0.4722 2.1095
48 H 3.1412 5.1401 -0.1306
49 H -2.2955 -3.0588 -0.5056
50 C 4.0751 -2.8361 1.1766
51 C 4.0137 1.9214 -1.0197
52 O -0.1729 -1.7098 -1.2388
53 H -3.8275 -4.3079 1.0982
54 C -1.0350 1.5102 -0.0915
55 C -4.0007 -4.3113 0.0152
56 N 3.1971 1.2604 -0.0116
57 H 2.1806 -2.6809 2.1888
58 H -2.9017 -4.0651 -1.8172
59 C -2.3230 0.2286 -1.6765
60 H 5.2608 -0.3646 0.7475
61 C -2.7099 -4.0340 -0.7479
62 C 4.7583 -2.2873 -0.0701
63 C 3.5694 4.1470 0.0140
64 C -4.2593 -0.3184 1.5015
65 C 0.0044 -0.5068 -1.1834
66 C -3.4135 1.0521 -1.4615
67 C 2.6346 -2.3442 1.2540
68 H 5.8037 -2.6038 -0.0878
69 H 4.0984 -3.9272 1.1642
70 H 3.9772 1.3598 -1.9525
71 C 3.3451 1.9671 1.2482
72 C -4.1650 -1.6415 1.1064

Summary:
* E_tot: -1914.48905 a.u.
* spin multiplicity: 1
* structure (SMILES): CCOc1ccc(NS(=O)(=O)c2ccc(C(=O)NCC3(N4CCCCC4)CCCCC3)cc2)cc1
* M: 499.7 g mol⁻¹
* frontier orbital gap: 8.6 eV

Results of the Mulliken charge analysis, in e, for atoms 1 through 8: -0.870 -0.291 -1.512 0.452 0.377 0.354 -0.289 0.497

---

[2]
A cluster of 6 separate species, C27H37NO21P2 in total. Source: the OMol25 dataset; level of theory: wB97M-V/def2-TZVPD.

Element x y z (Å)
1 P -0.2825 5.6486 -1.5337
2 O 1.6678 0.9980 -4.6230
3 O 0.8438 -2.5322 1.4363
4 H -3.3496 -2.7767 -1.5755
5 H -5.8265 -7.4234 1.7866
6 C 3.4996 -4.4708 2.7483
7 H 1.2694 3.6830 -2.5635
8 C 1.1775 0.3977 -3.6929
9 H -4.6615 -2.2217 -0.4607
10 C -0.6150 3.4285 -0.2389
11 C 4.3209 5.6292 -2.6971
12 C 4.1927 5.4902 -0.2371
13 O -4.0247 -4.1667 -0.1153
14 C 0.1571 -0.6843 -3.9603
15 H 2.5264 -2.7844 3.5310
16 C 0.7147 -0.0463 4.8130
17 H -2.9637 -2.4434 0.0467
18 O 3.9084 2.7512 -0.6368
19 H -6.3624 -5.7147 1.8637
20 H -0.5590 8.6579 -0.9281
21 H -3.5730 -4.7886 -3.1959
22 C 1.6525 -3.4195 1.6188
23 N 4.2952 4.8119 -1.5156
24 H 0.3955 3.6093 0.1113
25 H -4.6515 -6.2173 2.1928
26 O -5.1794 -6.2644 0.2216
27 C -3.8985 -5.6245 -2.5749
28 H 5.0502 6.4376 -2.5668
29 C -1.1468 0.2767 3.2713
30 H 3.1889 5.8789 -0.0584
31 H 0.3886 -0.1636 0.5076
32 O -1.6387 0.4645 2.0371
33 H -4.0304 -6.4911 -3.2203
34 H 0.4826 3.5940 -4.1644
35 H -1.2622 3.1568 0.5975
36 H -2.3070 0.0595 6.5433
37 H -0.7592 2.5985 -0.9340
38 O -0.1388 5.1756 -3.0362
39 O 4.5783 -6.2503 1.6713
40 O -1.2618 6.8638 -1.7243
41 O 0.9758 5.8917 -0.8269
42 O -6.5900 -4.1699 -0.2155
43 H -0.9413 7.4461 0.2777
44 H 4.3620 4.7518 0.5494
45 O 0.8523 0.4965 -0.0463
46 H 4.1029 3.1047 -2.6352
47 C 0.8859 4.2631 -3.4064
48 C 3.6313 -5.4945 1.6515
49 H 1.0797 -0.8020 7.0112
50 C 1.4031 0.6892 -2.2924
51 O 0.5659 -4.6130 -0.1198
52 O 0.1947 -0.4296 7.1478
53 H 5.0197 -5.2782 3.4677
54 O 4.4358 -4.5307 3.6895
55 C -1.5826 0.1212 5.7413
56 C -2.1202 0.4110 4.4105
57 C 0.1635 0.1480 3.4728
58 C -3.7715 -2.8409 -0.5674
59 O -1.2256 4.5567 -0.8836
60 H -1.1358 -2.1532 -3.2322
61 O -0.7916 -1.5408 -0.6415
62 H -2.5983 0.3271 2.0796
63 O -0.0611 -0.9457 -5.2415
64 O -3.2678 0.7137 4.1840
65 H 2.1660 1.4111 -2.0090
66 H 3.3956 6.2038 -2.8406
67 C 4.0645 3.4858 -1.6011
68 C -5.5530 -6.3868 1.5978
69 H 0.4981 -0.3496 -5.7694
70 O -5.1800 -5.2992 -2.0320
71 C -0.4677 -1.3407 -2.9746
72 C 2.5583 -3.5303 2.7457
73 H 2.5181 -6.2481 -0.1548
74 H 5.0067 6.2072 -0.1407
75 O 1.9012 -0.0991 5.0518
76 C -0.2842 -0.1197 5.9339
77 H -2.2777 8.2081 -0.5991
78 C 2.6406 -5.4668 0.5855
79 C 1.6364 -4.5871 0.6558
80 H 4.5686 5.0437 -3.5776
81 H -3.1177 -5.8550 -1.8532
82 H 0.8750 0.2657 2.6660
83 H 0.1471 -3.7294 -0.0548
84 C 0.6778 0.1590 -1.3072
85 C -0.2880 -0.9658 -1.5841
86 P -5.3795 -4.8902 -0.5259
87 H 1.7428 4.7744 -3.8484
88 C -1.2536 7.8583 -0.6827

Summary:
* E_tot: -3368.70494 a.u.
* spin multiplicity: 1
* structure (SMILES): O=C1C=C(O)C(=O)C=C1O.O=C1C=C(O)C(=O)C=C1O.O=C1C=C(O)C(=O)C=C1O.COP(=O)(OC)OC.COP(=O)(OC)OC.CN(C)C=O
* M: 773.5 g mol⁻¹
* frontier orbital gap: 7.5 eV

Results of the Mulliken charge analysis, in e, for atoms 1 through 8: 0.800 -0.645 -0.330 0.202 0.243 0.519 -0.078 0.807

---

[3]
An isolated molecule of C27H38N2O7. Source: the OMol25 dataset; level of theory: wB97M-V/def2-TZVPD.

Element x y z (Å)
1 H 0.1594 -4.0459 -2.7901
2 H -0.3633 -7.8237 3.6041
3 H 1.2156 7.7303 3.1706
4 H -2.7229 -1.3202 -2.5121
5 H -2.5053 0.7654 -0.7585
6 H -0.3948 -4.0543 1.6760
7 C 3.3646 4.3845 0.2190
8 H -0.7939 -1.3760 0.3275
9 O -2.5000 -4.1566 4.1035
10 C 0.5313 0.2691 0.0695
11 H 1.1797 -2.3491 0.2849
12 H 1.7392 -2.2886 -2.7236
13 O 1.5990 0.0366 -2.0746
14 C 0.3033 -4.7823 -0.7557
15 C -1.0863 -5.0346 -0.1469
16 C -0.9013 -0.2906 0.1885
17 C 1.9573 7.6503 -0.5604
18 H 2.1211 5.6879 2.1448
19 C -0.8496 -5.8032 3.6103
20 H -4.3423 -1.2554 0.0599
21 H 2.8736 -2.1141 -0.2080
22 H -2.4027 -2.1945 -0.9529
23 O -5.4199 -3.8253 -0.8140
24 H -1.2379 -6.0890 0.1082
25 H -4.4745 0.0331 -1.1361
26 H -1.8851 -4.7750 -0.8534
27 H -0.8258 2.7620 0.2787
28 H -1.6814 -7.2820 2.3700
29 H 1.2585 3.3326 0.8081
30 N 2.7386 5.3841 -0.5452
31 O 1.0939 2.0523 -2.9146
32 H 1.9650 4.9526 -1.0436
33 C -0.9653 -7.0408 3.1488
34 C 0.3089 -3.6222 -1.7918
35 H 1.0863 -4.6744 0.0036
36 H -0.5184 -2.9386 -1.5660
37 C -1.9703 -4.8369 3.2677
38 C 1.6488 -2.8558 -1.7953
39 C -1.8254 -0.0494 -1.0354
40 C 1.7773 2.4474 0.4234
41 N -0.4221 2.5695 -0.6298
42 H 2.1507 7.6496 -1.6304
43 H 2.4412 -3.6155 -1.7786
44 C 1.4168 7.6923 2.1056
45 H 1.2616 9.6398 -0.6392
46 H 2.0690 1.8853 1.3150
47 H 0.7614 9.7051 1.8191
48 H 3.9233 2.3493 0.1157
49 H -1.2853 0.3284 -1.9057
50 C -4.8811 -3.1392 -1.6403
51 H -1.3566 0.0656 1.1189
52 C -2.7224 -1.2572 -1.4178
53 C 3.0916 2.9440 -0.2618
54 H 0.5555 -5.6885 -1.3223
55 O -2.3476 -4.8357 1.9406
56 C -4.1893 -1.0124 -1.0031
57 H -1.7414 -3.2356 0.8437
58 C 0.7513 1.6888 -0.4985
59 O 4.1036 4.5746 1.1571
60 H 2.5348 -0.0365 -0.3323
61 C 1.1720 8.8142 1.3564
62 C -1.3349 -4.2123 1.1330
63 H 0.9062 0.1550 1.0978
64 H -0.0768 3.4339 -1.0326
65 H -0.0023 -5.4374 4.1795
66 C 1.6029 -0.4842 -0.7269
67 O -5.1278 -1.7905 -1.7679
68 H 3.0541 2.9891 -1.3558
69 C 1.1636 1.3296 -1.9524
70 C 1.9270 6.5565 1.5232
71 C 2.2195 6.5154 0.1828
72 C 1.4435 8.7858 0.0041
73 C 1.8333 -1.9950 -0.5194
74 H -4.1509 -3.5417 -2.3665

Summary:
* E_tot: -1687.74836 a.u.
* spin multiplicity: 1
* structure (SMILES): C=CC(=O)OCCCCCC[C@H]1OC(=O)[C@](N)(CCC(=O)Nc2ccccc2)[C@H]1CCCCOC=O
* M: 502.6 g mol⁻¹
* frontier orbital gap: 9.6 eV

Results of the Mulliken charge analysis, in e, for atoms 1 through 8: 0.575 0.294 0.349 0.429 0.467 0.518 0.120 -1.035